This record from OMol25 describes a single C5H10O2 molecule. The level of theory is ωB97M-V/def2-TZVPD.

The geometry in XYZ format:
```
17
Properties=species:S:1:pos:R:3:forces:R:3:lowdin_charge:R:1
O -2.3577 -0.1097 -1.4736 -0.132 0.061 -0.020 -0.05
C -0.9534 0.0292 -1.4459 0.533 -0.032 -0.038 -0.26
C -0.3037 0.3133 -0.1003 0.262 0.078 -0.083 -0.27
C -0.2182 -0.5974 1.1359 -0.057 -0.136 -0.027 -0.12
C 1.0312 0.0007 1.8341 -0.161 -0.148 0.361 -0.19
O 1.8542 0.5739 0.8217 0.083 -0.003 0.089 -0.13
C 1.2214 0.2850 -0.3945 -0.126 0.111 -0.280 -0.21
H -2.6195 0.1186 -2.3763 -0.159 -0.165 0.372 0.09
H -0.4536 -0.8400 -1.8995 -0.202 -0.032 -0.011 0.12
H -0.6680 0.9180 -2.0327 -0.054 -0.276 -0.099 0.13
H -0.7093 1.2746 0.2547 0.614 0.061 -0.216 0.16
H -1.0748 -0.6053 1.8155 0.010 0.102 -0.267 0.12
H -0.0178 -1.6264 0.8190 -0.061 0.049 0.110 0.12
H 1.6067 -0.7554 2.3780 -0.124 0.038 0.005 0.12
H 0.7662 0.8083 2.5282 -0.070 -0.204 -0.020 0.12
H 1.4588 -0.7583 -0.6918 -0.098 0.299 -0.084 0.13
H 1.6219 0.9320 -1.1803 -0.258 0.197 0.208 0.13
```
Forces are in eV/Å.

- HOMO level (eV) = -9.48
- 2S+1 = 1
- lowest unoccupied orbital energy (eV) = 0.83
- charge = 0
- total energy (eV) = -9441.0145
- SMILES = OC[C@H]1CCOC1
- relative energy (zero: lowest compared OMol25 entry of this formula, charge and spin) (eV) = 2.0285



This record from OMol25 describes 2 unconnected molecules or ions with the total composition C5H10O2. The level of theory is ωB97M-V/def2-TZVPD.

The geometry in XYZ format:
```
17
Properties=species:S:1:pos:R:3:forces:R:3:mulliken_spin:R:1
C 0.8691 0.9138 -1.3727 -0.439 0.249 0.314 0.03
C 0.9686 -0.2720 -0.5249 0.164 0.096 0.084 0.27
C 0.8927 -0.1483 0.8844 -0.036 -0.107 -0.003 0.46
C 1.2213 -1.5730 -1.1426 0.297 -0.279 0.290 0.03
H 1.8655 1.0991 -1.7930 -0.043 0.080 -0.116 0.04
H 0.5123 1.7841 -0.8245 0.182 0.022 -0.078 0.00
H 0.1863 0.7211 -2.2015 0.116 -0.050 -0.221 0.03
H 1.1068 -0.9885 1.5221 0.018 -0.278 0.062 0.03
H 0.6335 0.7762 1.3749 0.022 0.181 -0.183 0.05
H 1.3927 -2.3613 -0.4218 -0.115 -0.138 0.166 -0.01
H 2.1108 -1.5203 -1.7824 -0.168 0.143 -0.181 0.03
H 0.3777 -1.8448 -1.7797 -0.065 0.014 -0.189 0.03
O -3.0162 -0.7099 1.2163 0.107 -0.303 -0.116 0.00
C -2.6428 0.3098 1.6838 -0.300 0.391 0.001 0.00
O -2.0161 1.2556 0.9224 0.499 -0.202 0.244 0.01
H -2.7980 0.6213 2.7295 0.070 -0.062 -0.025 0.00
H -1.6641 1.9371 1.5099 -0.311 0.244 -0.050 0.00
```
Forces are in eV/Å.

- expectation value of S² = 0.75
- HOMO level (alpha / beta) (eV) = -14.33 / -14.32
- 2S+1 = 2
- lowest unoccupied orbital energy (alpha / beta) (eV) = -4.86 / -8.49
- charge = +1
- total energy (eV) = -9432.5809
- relative energy (zero: lowest compared OMol25 entry of this formula, charge and spin) (eV) = 0.5203



This record from OMol25 describes a single C5H10O2P2 molecule at a distorted geometry. The level of theory is ωB97M-V/def2-TZVPD.

The geometry in XYZ format:
```
19
Properties=species:S:1:pos:R:3:forces:R:3:lowdin_charge:R:1
C -1.8498 -1.0089 2.9211 -0.132 -1.359 0.438 -0.37
P -0.6709 -2.0365 2.2830 -0.331 1.604 0.432 0.88
C 0.5664 -0.7615 1.5602 -0.766 -2.187 0.931 -0.42
C 0.1228 -0.3587 0.1815 -0.286 1.292 -0.162 -0.57
O 0.1013 -1.5112 -0.6993 2.689 3.769 -1.688 -0.06
C 1.1523 0.7364 -0.1480 -0.879 -0.253 -2.978 -0.25
P 0.8548 1.1117 -1.8512 0.397 2.184 -1.075 0.98
C -0.6593 1.5244 -2.3307 2.717 0.858 -1.999 -0.21
O 1.7324 2.0003 -3.1715 -0.759 -1.269 3.051 -0.29
H -2.6874 -1.5995 3.4488 1.123 1.472 -0.872 0.00
H -1.8184 0.1097 2.9331 -0.204 -1.183 0.066 0.02
H 0.7292 0.0120 2.2833 -0.299 0.779 0.133 0.07
H 1.5254 -1.2811 1.4904 -0.024 -0.056 -0.252 0.08
H -0.9324 0.0738 0.1754 1.223 -0.390 0.176 0.14
H -0.3723 -2.1240 -0.2521 -2.494 -3.404 1.903 -0.03
H 2.1333 0.5514 0.2071 0.897 -0.169 0.040 0.02
H -0.5831 2.0410 -3.3061 -0.679 -0.585 0.685 0.02
H -1.5049 1.1198 -1.9361 -2.320 -0.729 1.014 -0.03
H 2.1607 1.4009 -3.7890 0.126 -0.374 0.155 0.03
```
Forces are in eV/Å.

- HOMO level (alpha / beta) (eV) = -7.79 / -7.79
- 2S+1 = 1
- lowest unoccupied orbital energy (alpha / beta) (eV) = -0.33 / -0.33
- charge = 0
- total energy (eV) = -28014.1934
- SMILES = C=PC[C@H](O)C=P(=C)O
- relative energy (zero: lowest compared OMol25 entry of this formula, charge and spin) (eV) = 4.1761



This record from OMol25 describes a single C5H10O2Si molecule at a distorted geometry. The level of theory is ωB97M-V/def2-TZVPD.

The geometry in XYZ format:
```
18
Properties=species:S:1:pos:R:3:forces:R:3:lowdin_charge:R:1
C -1.3692 1.7273 -0.7863 0.917 0.261 -0.390 -0.02
C -0.9005 1.1815 0.3363 4.447 -0.744 -3.306 -0.13
C 0.3725 0.1140 0.4329 -1.388 1.049 0.286 -0.32
C -0.4523 -1.2307 0.5076 1.894 0.806 -1.540 -0.25
C -1.6406 -1.2554 -0.4558 0.974 0.434 -0.712 -0.12
O 1.2417 0.3287 -0.7533 0.345 -1.440 -1.664 -0.24
Si 2.4432 -0.1651 0.2471 -2.365 1.431 2.658 0.60
O 3.5175 1.0614 0.4587 1.336 -0.193 1.088 -0.19
H -2.2522 2.3682 -0.8463 0.167 -0.264 0.474 0.06
H -0.8518 1.6422 -1.7486 -0.075 -0.251 0.381 0.06
H -1.3707 1.4168 1.1751 -1.948 0.518 3.910 0.04
H -0.8008 -1.2589 1.5053 -0.101 -0.380 1.227 0.08
H 0.3410 -1.9827 0.3405 -0.842 -0.388 0.077 0.08
H -2.4968 -0.7479 0.0356 0.204 -0.953 -0.759 0.09
H -1.3301 -0.6505 -1.3092 -0.299 0.377 0.084 0.05
H -1.7598 -2.1825 -1.0023 -0.783 -0.744 0.835 0.07
H 3.0426 -1.5308 0.7289 -0.576 1.146 -1.046 0.02
H 4.2661 1.1643 1.1338 -1.908 -0.666 -1.603 0.11
```
Forces are in eV/Å.

- HOMO level (eV) = -7.93
- 2S+1 = 1
- lowest unoccupied orbital energy (eV) = 0.31
- charge = 0
- total energy (eV) = -17317.0305
- SMILES = C=C[C@@]1(CC)O[Si@H]1O
- relative energy (zero: lowest compared OMol25 entry of this formula, charge and spin) (eV) = 2.8242



This record from OMol25 describes a single C5H10O3 molecule at a distorted geometry. The level of theory is ωB97M-V/def2-TZVPD.

The geometry in XYZ format:
```
18
Properties=species:S:1:pos:R:3:forces:R:3:lowdin_charge:R:1
C -2.7406 -0.1847 0.4827 -1.154 0.809 -0.694 0.03
C -1.9780 0.1513 -0.5420 1.805 -0.325 1.433 -0.19
O -0.6035 0.1898 -0.6528 -1.492 -0.172 -2.113 -0.07
C 0.1594 -0.0916 0.4637 2.960 0.780 -0.212 -0.30
C 1.4436 0.8666 0.3433 -1.026 -2.124 -0.292 -0.20
O 1.1359 2.1709 0.0171 -0.972 0.137 -0.368 -0.02
C 0.7140 -1.4983 0.4986 0.244 1.682 -0.191 -0.19
O 1.5836 -1.5441 -0.5885 1.229 -1.785 -1.655 -0.08
H -3.7097 0.2309 0.1808 -0.273 -0.946 0.947 0.06
H -2.5836 -0.6053 1.4551 0.337 0.006 0.139 0.06
H -2.5172 0.5173 -1.3635 0.202 0.650 -1.457 0.10
H -0.4195 0.1493 1.2645 -1.418 0.643 2.815 0.11
H 1.9990 0.8041 1.2294 0.610 0.164 1.694 0.11
H 2.0423 0.3152 -0.3713 0.250 0.831 -0.517 0.11
H 0.3185 1.9915 -0.4749 0.044 0.997 -0.311 0.08
H -0.0199 -2.2275 0.4102 -1.687 -1.397 -0.093 0.10
H 1.2221 -1.6770 1.4612 0.295 0.140 -0.604 0.15
H 1.1492 -1.4903 -1.4750 0.046 -0.089 1.479 0.13
```
Forces are in eV/Å.

- HOMO level (eV) = -9.30
- 2S+1 = 1
- lowest unoccupied orbital energy (eV) = 0.79
- charge = 0
- total energy (eV) = -11486.9069
- SMILES = C=COC(CO)CO
- relative energy (zero: lowest compared OMol25 entry of this formula, charge and spin) (eV) = 3.2798



This record from OMol25 describes a molecular structure, C5H10O3Tl at a distorted geometry. The level of theory is ωB97M-V/def2-TZVPD.

The geometry in XYZ format:
```
19
Properties=species:S:1:pos:R:3:forces:R:3:lowdin_charge:R:1
O -1.3386 -2.4898 0.9958 -1.568 -2.087 0.063 -0.27
C -0.9407 -2.6475 -0.3508 0.196 -1.230 -1.324 -0.32
C -0.1762 -1.4284 -0.8477 -0.486 -0.822 -1.040 -0.22
O -1.1966 -0.3426 -0.8986 -1.445 0.432 -1.280 -0.25
C -0.6733 0.9476 -1.1631 0.940 0.342 -1.076 -0.18
C 0.5887 1.1433 -0.3268 0.916 -0.517 -3.172 -0.20
O 0.1936 1.1855 1.0611 0.416 0.967 -1.066 -0.31
C 1.1933 1.7247 1.9127 1.229 0.436 1.198 -0.03
Tl -0.6279 -0.7022 1.1922 1.168 -0.203 3.359 1.37
H -1.8395 -2.8352 -0.9814 0.279 0.241 0.469 0.15
H -0.2673 -3.5207 -0.4761 -0.266 0.448 0.253 0.14
H 0.2102 -1.5815 -1.8679 0.275 0.131 0.481 0.13
H -1.4322 1.7354 -1.0734 -0.046 -0.508 0.419 0.15
H -0.3457 0.9685 -2.2172 -0.005 0.103 0.256 0.15
H 1.0727 2.0925 -0.5911 -0.002 -0.330 0.306 0.15
H 1.3097 2.7978 1.7055 -0.185 -0.367 0.026 0.12
H 0.8649 1.5708 2.9463 0.083 0.157 -0.273 0.11
H 2.1588 1.2193 1.7567 -0.362 0.087 0.004 0.12
H 1.2461 0.1626 -0.7763 -1.137 2.719 2.398 0.19
```
Forces are in eV/Å.

- HOMO level (alpha / beta) (eV) = -12.52 / -12.52
- 2S+1 = 1
- lowest unoccupied orbital energy (alpha / beta) (eV) = -5.86 / -5.86
- charge = +1
- total energy (eV) = -16168.8742
- relative energy (zero: lowest compared OMol25 entry of this formula, charge and spin) (eV) = 7.0769



- Look up the 2S+1 of the fifth one.
  1



- charge of number 3 (C5H10O2P2)?
  0



- 2S+1 of number 5 (C5H10O3)?
  1